9
Properties=species:S:1:pos:R:3:forces:R:3:lowdin_charge:R:1 method="wB97M-V/def2-TZVPD" homo_energy_ev="-8.429 / -8.482" e_above_lowest_kj_mol=0.0 multiplicity=3
O -2.5620 -0.1256 -0.5876 1.478 -1.477 1.297 -0.0271
H -3.0758 0.6063 -0.2390 0.024 0.455 -0.086 0.0914
C -1.3905 -0.2620 0.2027 -2.535 -0.756 -1.549 -0.3560
C -0.7860 0.8498 0.5995 1.642 1.424 -0.049 -0.1880
C 0.0950 1.7371 0.1883 -1.211 0.180 0.812 -0.0296
C 1.4009 1.6584 -0.1534 2.333 -0.495 -0.478 -0.2783
O 1.9897 0.4567 -0.2043 1.632 3.448 -0.263 -0.3064
Pt 0.5805 -0.7745 0.1347 -3.156 -2.388 0.226 0.9747
H 2.0292 2.5210 -0.4043 -0.206 -0.391 0.091 0.1192

---

9
Properties=species:S:1:pos:R:3:forces:R:3:lowdin_charge:R:1 method="wB97M-V/def2-TZVPD" homo_energy_ev="-9.777 / -12.680" charge=+1 e_above_lowest_kj_mol=183.7 multiplicity=8
H -0.6778 3.2053 -0.2321 0.159 -0.325 0.072 0.1471
C -0.3237 2.2053 -0.0083 0.372 0.005 -1.055 -0.0033
C 0.4673 1.2195 -0.4620 0.628 1.023 1.575 -0.2650
O -0.7522 1.4905 1.0847 -0.525 -0.199 0.729 -0.0069
O 0.1198 0.4204 0.6878 0.068 -0.580 -0.078 -0.2485
Sm -0.8268 -2.1092 1.0370 0.118 0.413 -0.025 1.1217
C 1.5558 0.5691 -2.5207 0.708 0.093 0.167 0.2025
C 1.5242 0.8741 -1.3411 -1.923 -0.500 -1.742 -0.0176
H 1.5784 0.3210 -3.5689 0.395 0.068 0.357 0.0699

---

9
Properties=species:S:1:pos:R:3:forces:R:3:lowdin_charge:R:1 method="wB97M-V/def2-TZVPD" homo_energy_ev="-17.793 / -20.002" charge=+2 e_above_lowest_kj_mol=273.3 multiplicity=7
O 1.4606 1.2684 0.4943 -1.201 -3.315 3.739 -0.0041
H 2.3251 1.3026 0.9197 0.900 0.343 -0.153 0.1051
C 0.7337 0.1506 1.4000 2.565 4.164 -2.506 -0.0499
C -0.5183 0.4786 1.0166 -1.605 2.942 -3.926 -0.0232
C -0.7962 0.7316 -0.2462 0.150 -1.792 5.121 0.2348
C -1.1240 -0.2607 -1.2050 -0.900 -2.832 -1.893 -0.0734
O -0.8144 -1.4718 -0.9672 -1.274 3.186 -2.047 -0.1611
Sm 0.3416 -2.1834 0.7463 1.329 -2.683 1.499 1.7948
H -1.6084 -0.0158 -2.1585 0.036 -0.014 0.165 0.1771